Below is 2 unconnected molecules or ions with the total composition C7H11BrF3NO2, with properties calculated with ωB97M-V/def2-TZVPD.

Geometry as XYZ:
```
25
Properties=species:S:1:pos:R:3:mulliken_charge:R:1
H -2.18 -2.68 0.32 0.281
F -4.50 -1.29 0.06 -0.226
C 2.80 0.91 1.19 -0.458
C -3.36 -0.70 0.38 0.491
C -0.07 0.74 -1.17 -1.057
H 2.95 -0.18 1.13 0.395
Br -0.91 2.57 -0.87 -0.206
H -3.33 -1.46 -1.96 0.297
F -3.20 0.47 -0.27 -0.138
C 3.99 1.70 0.67 -0.902
N -2.28 -1.69 -2.21 -0.691
H -0.39 -1.78 -1.43 0.572
C 1.02 0.56 -0.44 0.432
O -1.00 -1.24 1.20 -0.473
C -1.46 -1.69 -1.25 -0.280
H -1.13 -0.28 1.07 0.358
F -3.56 -0.50 1.76 -0.278
H 4.06 2.71 0.93 0.324
C -1.99 -1.45 0.21 0.096
O 1.51 1.35 0.60 -0.304
H 4.15 1.53 -0.46 0.246
H 2.64 1.29 2.14 0.318
H 1.64 -0.31 -0.62 0.257
H -0.19 0.30 -2.14 0.610
H 4.76 1.10 1.15 0.336
```

Net charge ... 0
Energy relative to the best compared isomer or geometry (same formula, charge and spin) ... 26.8 kcal/mol
E_LUMO ... 0.5 eV
Kohn-Sham gap ... 0.3582 Ha
E_HOMO ... -9.203 eV
Structure (SMILES) ... [H]/N=C\[C@@H](O)C(F)(F)F.CCO/C=C\Br


Below is a molecular structure, C22H29FN9O2SV, with properties calculated with ωB97M-V/def2-TZVPD.

Geometry as XYZ:
```
65
Properties=species:S:1:pos:R:3:mulliken_spin:R:1
C 2.13 -1.36 -2.13 0.103
N 1.07 1.65 -2.98 0.001
H -0.24 -2.69 -6.93 0.000
H -2.12 -2.62 -5.39 0.000
H 2.50 -0.27 2.17 -0.001
H 2.18 -5.59 0.61 0.000
C -2.03 2.15 3.67 0.002
H -0.78 2.05 1.23 0.015
C 2.87 -0.46 1.18 0.053
H 5.03 -1.08 -1.44 0.000
C -2.37 1.24 2.47 0.000
C 1.43 -1.95 -4.14 -0.012
N -0.22 5.14 4.00 0.000
O -1.44 -0.53 -0.29 -0.033
C -0.81 -4.50 1.75 -0.014
H -2.46 1.71 4.57 0.000
C 1.33 -3.65 0.23 0.015
C 1.35 -4.92 0.78 -0.012
C 0.28 -5.33 1.55 0.027
N 2.55 -1.64 -3.39 0.012
N -0.36 5.92 1.83 0.000
N 0.00 1.23 -2.12 0.023
H -0.66 -0.71 2.21 0.003
H 3.51 -1.66 -3.72 0.000
H 0.53 5.77 4.22 0.000
N 2.11 -0.73 0.15 -0.081
C -2.60 3.57 3.55 0.000
S 4.56 -0.52 0.87 0.015
C 4.23 -0.92 -0.75 0.006
C -1.89 0.60 0.07 -0.010
H -1.64 -4.85 2.35 -0.001
H 0.41 6.55 1.98 0.000
H -0.87 1.02 -2.63 0.001
C -1.26 1.08 1.42 0.000
C 2.88 -0.99 -0.97 -0.004
N -0.23 0.10 1.76 0.014
C -0.82 -3.24 1.18 0.048
H 2.08 -2.32 -6.16 0.000
H 0.42 0.49 2.44 0.002
H -0.86 6.02 0.96 0.000
H 2.19 -3.35 -0.38 0.002
H -0.60 4.60 4.76 0.000
C 0.34 -1.85 -3.25 0.038
C -0.96 -2.10 -3.68 -0.009
V 0.24 -0.87 -0.30 1.980
C -0.84 5.17 2.82 0.000
H 0.81 2.48 -3.52 0.000
C 1.25 -2.25 -5.48 0.005
H -3.64 3.52 3.24 0.000
C 0.26 -2.78 0.43 -0.141
H -2.58 4.06 4.53 0.000
H -2.63 0.25 2.84 -0.003
N 0.81 -1.48 -2.02 -0.060
F 0.29 -6.55 2.09 0.003
H -2.32 4.45 1.66 0.000
H -3.26 1.63 1.96 0.000
H -1.79 -2.05 -2.98 0.002
O -2.67 1.32 -0.52 0.013
H -1.70 -2.62 1.30 0.004
C -0.05 -2.47 -5.90 -0.003
H -0.95 2.20 3.81 0.000
H -0.21 2.02 -1.51 0.000
N -1.90 4.40 2.58 0.000
C -1.13 -2.41 -5.01 0.002
H 1.25 0.91 -3.65 0.000
```

Net charge ... +2
Energy relative to the best compared isomer or geometry (same formula, charge and spin) ... 4.0 kcal/mol
E_LUMO (spin up / spin down) ... -5.2 / -5.3 eV
Multiplicity ... 3
Kohn-Sham gap (spin up / spin down) ... 0.2622 / 0.2760 Ha
E_HOMO (spin up / spin down) ... -12.361 / -12.777 eV


Below is 3 unconnected molecules or ions with the total composition C4H4N2, with properties calculated with ωB97M-V/def2-TZVPD.

Geometry as XYZ:
```
10
Properties=species:S:1:pos:R:3:mulliken_charge:R:1
H -1.06 1.97 -0.19 0.346
N -0.49 -2.12 0.17 -0.064
H 0.97 2.02 0.08 0.346
N 0.59 -2.10 -0.06 -0.063
C 1.85 0.00 -0.18 -0.565
C -1.85 -0.07 0.19 -0.563
C 1.20 0.99 -0.04 -0.127
H -2.53 -0.86 0.35 0.410
C -1.24 0.94 -0.01 -0.129
H 2.57 -0.77 -0.30 0.409
```

Net charge ... 0
Energy relative to the best compared isomer or geometry (same formula, charge and spin) ... 104.0 kcal/mol
E_LUMO ... 1.2 eV
Kohn-Sham gap ... 0.3922 Ha
E_HOMO ... -9.485 eV
Structure (SMILES) ... C#C.C#C.N#N


Below is 14 unconnected molecules or ions with the total composition C50H110ClNO34S10, with properties calculated with ωB97M-V/def2-TZVPD.

Geometry as XYZ:
```
206
Properties=species:S:1:pos:R:3:mulliken_charge:R:1
O -28.34 -3.39 -21.20 -0.326
O -27.77 3.32 -13.73 -0.658
O -25.17 -4.17 -12.84 -0.628
C -19.62 0.00 -8.59 -0.653
H -28.27 5.53 -10.61 0.548
C -23.60 0.40 -12.01 -0.841
H -29.06 -3.48 -23.83 0.338
H -26.26 3.51 -18.66 0.119
H -27.45 1.65 -20.15 0.620
C -25.94 0.40 -9.32 2.047
H -22.02 3.03 -9.10 0.023
H -25.84 -4.02 -17.72 0.177
C -25.99 3.66 -5.61 -1.104
O -29.90 -4.19 -19.42 -0.636
C -32.13 -4.20 -11.26 -1.351
C -28.19 -2.20 -18.79 -0.420
H -24.45 1.72 -10.18 -0.454
H -26.38 -1.59 -13.56 0.246
C -17.87 0.73 -11.03 0.107
O -24.40 2.85 -7.34 0.084
C -32.36 -0.14 -18.20 -0.699
H -23.32 1.55 -19.73 0.432
H -30.40 1.31 -7.61 0.355
H -20.12 6.79 -11.46 0.325
C -31.17 0.48 -18.08 -0.785
H -26.19 0.55 -15.63 -0.146
C -32.71 -1.30 -17.38 -0.585
H -29.28 0.51 -16.94 0.435
C -27.46 1.70 -19.07 -0.490
H -22.44 2.81 -15.23 0.426
H -21.09 -6.56 -9.15 0.330
C -22.38 -3.76 -9.27 -0.593
H -32.63 -3.65 -10.48 0.309
S -28.50 -3.85 -19.60 1.216
C -23.29 2.54 -15.86 -1.187
S -22.91 2.19 -7.05 1.131
H -27.76 -0.08 -15.00 -0.594
O -22.64 2.23 -5.59 -0.697
H -28.93 -1.47 -19.11 0.189
C -25.07 -4.01 -15.75 0.446
C -27.29 3.15 -18.55 -0.493
C -30.70 -0.17 -13.06 -0.411
H -24.09 -0.69 -6.26 0.480
H -33.18 0.24 -18.79 0.400
H -30.32 -2.99 -21.77 0.278
H -21.67 -7.97 -6.54 0.328
H -23.56 1.52 -15.59 0.213
H -29.38 -1.59 -21.43 0.161
C -31.71 -1.82 -16.61 -0.858
H -18.31 1.65 -11.42 0.244
H -20.06 5.79 -10.06 0.231
H -25.82 1.44 -13.24 -0.082
H -25.27 3.29 -16.18 -0.641
H -24.30 -1.00 -8.85 -0.105
H -27.51 3.29 -17.49 -0.129
S -23.83 -3.99 -13.50 1.306
H -28.17 -2.36 -17.71 0.099
O -23.95 4.77 -15.43 -0.456
H -26.01 2.05 -10.90 -0.402
C -27.32 -0.69 -5.31 -0.357
H -20.11 7.59 -9.92 0.437
H -23.06 2.61 -16.92 0.231
H -26.50 5.61 -15.17 0.030
H -23.30 -0.19 -12.88 0.400
H -23.57 1.45 -12.31 0.070
H -31.04 1.35 -18.71 0.491
N -25.06 0.21 -11.56 1.051
C -26.70 -0.28 -15.15 0.213
O -26.53 0.84 -18.39 0.251
H -20.78 -5.81 -7.60 0.324
H -31.08 0.47 -12.26 0.305
C -24.44 3.45 -15.49 1.848
H -25.97 -3.50 -15.39 -0.212
S -25.36 0.16 -19.30 1.182
H -16.00 -0.38 -11.46 0.329
H -29.35 1.97 -10.36 -0.434
O -25.94 -0.45 -20.50 -0.574
H -27.20 -1.87 -19.11 0.098
S -29.48 -1.45 -12.46 1.192
C -30.24 0.05 -17.11 0.336
O -24.84 -4.72 -8.62 -0.535
O -20.84 1.28 -10.62 -0.482
H -26.77 3.13 -6.15 -0.016
H -30.00 0.43 -13.65 -0.163
H -26.79 4.60 -10.65 -0.480
O -27.39 2.86 -8.45 -0.317
H -24.76 -2.75 -17.46 0.067
O -22.96 0.87 -7.76 -0.261
H -24.53 2.45 -18.96 -0.301
C -26.38 5.99 -16.18 -0.611
H -24.85 -0.92 -14.30 0.332
H -22.40 7.70 -10.49 0.357
H -22.98 0.17 -11.15 0.121
O -28.61 -0.95 -11.38 -0.713
H -21.73 4.32 -7.76 0.353
H -28.46 1.27 -18.98 -0.168
H -26.37 4.60 -5.23 0.378
H -24.94 3.28 -14.54 -0.441
C -25.30 -2.42 -5.88 -0.412
C -25.86 -0.71 -13.93 0.067
H -26.16 -1.49 -11.26 0.119
H -32.29 -2.82 -12.91 0.284
C -21.32 -7.88 -7.57 -1.375
C -16.60 0.46 -11.79 -1.393
S -23.57 -5.18 -9.14 1.219
H -22.29 -5.63 -14.53 0.348
H -28.52 -2.51 -5.10 0.372
C -25.39 1.25 -10.49 0.701
C -24.83 6.36 -12.08 -0.950
O -28.92 -2.31 -13.50 -0.697
H -20.87 2.81 -7.70 0.451
O -30.68 -2.40 -11.60 -0.269
C -25.07 -1.07 -6.00 -0.139
H -24.41 -1.85 -11.23 -0.578
H -25.90 -1.62 -8.84 0.636
O -24.40 5.22 -9.68 -0.737
C -27.55 -2.08 -5.28 -0.651
H -21.39 -4.20 -9.38 0.594
H -31.01 2.08 -10.02 0.447
O -29.13 4.80 -14.90 -0.773
C -25.25 -0.94 -9.39 -0.502
O -18.79 -0.28 -11.09 -0.255
H -25.19 4.77 -7.29 0.146
H -16.96 0.19 -12.78 0.335
C -29.31 -2.60 -21.84 0.165
C -30.50 -1.18 -16.47 -0.108
H -24.79 2.05 -20.72 0.345
H -22.88 -6.21 -12.90 0.341
H -24.07 4.47 -6.07 0.566
O -24.52 -0.66 -18.43 -0.713
C -27.86 4.53 -10.48 0.144
H -29.86 -1.93 -23.79 0.393
C -25.19 -1.18 -10.88 0.273
H -31.37 -4.81 -10.76 0.312
H -33.69 -1.73 -17.29 0.435
O -23.96 -3.56 -15.04 -0.277
H -32.78 -4.86 -11.84 0.390
S -20.23 -0.03 -10.28 1.324
H -28.10 -2.09 -23.54 0.325
C -25.97 0.46 -12.80 -0.247
C -30.03 2.13 -9.53 0.531
H -15.91 1.29 -11.98 0.366
H -27.83 3.81 -19.23 0.501
H -25.89 6.15 -12.18 0.281
C -26.53 -2.94 -5.58 -0.526
C -23.14 -5.74 -13.85 -1.024
H -26.69 -1.09 -15.88 0.034
O -22.37 5.64 -11.15 -0.096
H -26.69 -4.01 -5.51 0.414
O -21.04 -1.25 -10.28 -0.658
H -26.98 5.49 -16.94 0.164
S -28.24 3.99 -8.73 1.121
O -23.56 -5.99 -10.34 -0.618
H -22.17 6.52 -9.22 0.196
H -31.91 -2.70 -16.02 0.482
O -29.85 3.43 -8.92 -0.578
H -22.64 -3.24 -10.19 -0.322
H -24.03 -4.27 -17.68 0.438
H -28.79 0.90 -8.12 -0.166
C -24.40 1.72 -19.75 -0.526
H -31.03 -3.76 -13.15 0.327
H -24.57 -3.16 -6.19 0.272
C -29.81 1.04 -8.48 -0.791
H -26.63 7.05 -16.23 0.544
C -29.08 -2.52 -23.32 -1.422
O -28.32 5.19 -7.85 -0.702
H -18.98 0.84 -8.33 0.407
C -26.09 -0.17 -5.67 -0.305
C -31.50 -3.26 -12.30 -0.139
C -21.47 -6.46 -8.13 -0.120
H -27.02 0.44 -9.29 -0.825
S -24.53 5.93 -16.55 1.188
H -28.16 -0.04 -5.13 0.457
H -23.97 -6.33 -14.22 0.371
O -29.36 2.51 -15.17 -0.594
C -21.78 3.28 -8.07 -0.814
H -19.32 -1.00 -8.29 0.346
H -17.53 0.98 -10.02 0.252
H -21.96 -8.51 -8.19 0.331
Cl -29.12 3.55 -14.22 1.737
O -24.25 5.54 -17.90 -0.592
O -24.05 7.23 -16.09 -0.656
C -24.87 3.97 -6.62 -0.452
C -24.90 -3.80 -17.22 -0.943
H -26.99 0.60 -12.42 0.165
H -31.51 -0.56 -13.67 0.377
H -20.56 0.28 -8.11 -0.114
H -28.39 3.79 -11.09 -0.248
O -30.01 3.55 -13.07 -0.694
S -23.91 5.09 -11.05 1.163
H -30.17 0.06 -8.78 0.384
H -22.43 -3.09 -8.40 0.358
H -29.72 -1.53 -15.82 0.564
O -22.83 -3.06 -12.96 -0.677
H -24.38 6.26 -13.07 0.270
H -20.31 -8.28 -7.62 0.378
H -25.68 0.79 -8.34 -0.562
H -24.57 7.31 -11.61 0.389
C -21.95 6.73 -10.27 -0.051
O -23.92 3.81 -11.69 -0.651
H -25.67 3.03 -4.78 0.406
H -26.00 0.89 -5.86 0.308
C -20.48 6.71 -10.44 -1.297
O -27.43 -4.78 -19.23 -0.662
O -22.78 -5.97 -7.98 -0.327
H -25.27 -5.07 -15.55 0.424
```

Net charge ... 0
Energy relative to the best compared isomer or geometry (same formula, charge and spin) ... 0.0 kcal/mol
E_LUMO ... -0.2 eV
Kohn-Sham gap ... 0.3236 Ha
E_HOMO ... -8.992 eV


Below is 2 unconnected molecules or ions with the total composition C5H9N2O2, with properties calculated with ωB97M-V/def2-TZVPD.

Geometry as XYZ:
```
18
Properties=species:S:1:pos:R:3:mulliken_charge:R:1
O -2.03 -0.82 -0.19 -0.527
H 0.09 0.61 -2.18 0.426
C 1.90 -0.86 0.18 -0.154
N 0.20 0.07 -1.28 -0.066
H 0.75 1.70 1.76 0.367
O -0.70 2.17 -0.56 -0.471
C 0.18 1.13 -0.27 0.268
H -1.10 2.47 0.25 0.365
H 2.83 -1.57 0.40 0.316
C 0.81 0.94 1.00 -0.303
H -0.82 -1.76 1.15 0.447
N 1.73 -0.03 1.18 -0.459
H -0.77 -0.50 -1.22 0.490
H -2.61 -0.04 -0.26 0.382
C -1.43 -0.88 1.03 -0.558
C 1.22 -0.94 -0.97 -0.383
H -1.57 0.00 1.67 0.384
H 1.32 -1.69 -1.71 0.474
```

Net charge ... +1
Energy relative to the best compared isomer or geometry (same formula, charge and spin) ... 158.2 kcal/mol
E_LUMO (spin up / spin down) ... -5.8 / -3.9 eV
Kohn-Sham gap (spin up / spin down) ... 0.2335 / 0.3238 Ha
E_HOMO (spin up / spin down) ... -12.115 / -12.750 eV


Below is C4H5NO2S in the gas phase, with properties calculated with ωB97M-V/def2-TZVPD.

Geometry as XYZ:
```
13
Properties=species:S:1:pos:R:3:mulliken_charge:R:1
S -2.79 0.08 0.69 -0.250
C -0.01 1.06 -0.08 -0.417
C 1.19 0.39 0.38 -0.221
H -0.80 -2.10 -0.72 0.279
N -0.38 -1.20 -0.33 -0.045
C -1.01 -0.01 -0.35 0.395
H 1.48 0.70 1.46 0.253
H -0.23 1.89 0.57 0.348
O 1.72 -2.02 0.45 -0.552
H 2.02 0.71 -0.23 0.255
C 0.93 -1.11 0.29 0.217
H 0.10 1.39 -1.17 0.176
O -2.21 0.22 -0.97 -0.438
```

Net charge ... 0
Energy relative to the best compared isomer or geometry (same formula, charge and spin) ... 61.2 kcal/mol
E_LUMO ... 0.3 eV
Kohn-Sham gap ... 0.3209 Ha
E_HOMO ... -8.440 eV
Structure (SMILES) ... O=C1CC[C@]2(N1)OS2


Below is a gas-phase ion, CH4NO2Si (charge -1), with properties calculated with ωB97M-V/def2-TZVPD.

Geometry as XYZ:
```
9
Properties=species:S:1:pos:R:3:mulliken_charge:R:1
Si -0.17 -0.61 -0.01 0.345
N -1.27 0.76 -0.47 -0.586
H -1.03 1.57 0.09 0.231
H -0.58 -0.87 1.46 -0.125
H -0.89 -1.73 -0.73 -0.176
C 1.71 0.00 -0.05 0.427
O 2.60 -0.88 -0.18 -0.661
O 1.87 1.23 0.22 -0.655
H -2.25 0.53 -0.32 0.201
```

Net charge ... -1
Energy relative to the best compared isomer or geometry (same formula, charge and spin) ... 4.7 kcal/mol
E_LUMO ... 4.1 eV
Kohn-Sham gap ... 0.2933 Ha
E_HOMO ... -3.899 eV
Structure (SMILES) ... N[SiH2]C(=O)[O-]


Below is 4 unconnected molecules or ions with the total composition C28H58N2O5PS, with properties calculated with ωB97M-V/def2-TZVPD.

Geometry as XYZ:
```
95
Properties=species:S:1:pos:R:3:mulliken_charge:R:1
H 6.87 2.51 -1.39 0.356
C -3.15 -0.61 1.30 1.169
H 3.80 0.98 -0.36 0.443
H 1.27 -1.93 2.89 0.597
H 6.03 2.49 -2.92 -0.057
C -0.64 -1.88 4.85 -0.874
H -6.04 -1.47 1.47 -0.761
H 2.23 2.47 -1.43 0.458
C 7.48 0.92 -2.70 -0.390
H -7.84 -0.24 -0.68 0.430
H -4.32 -1.01 6.06 0.339
H -2.15 -2.30 6.28 0.246
H 7.90 -0.48 -4.30 0.391
H -10.43 -4.33 1.19 0.384
H 3.09 2.99 -5.17 0.379
H 1.00 0.05 -2.84 0.364
C -9.33 -3.16 -0.26 -0.345
H -6.07 -0.17 -0.67 0.237
H 6.77 0.24 -2.22 0.220
C 7.59 0.56 -4.18 -1.173
C -9.43 -4.30 0.75 -1.166
H 2.29 1.09 3.44 0.460
O -2.84 0.50 2.00 -0.343
H 3.17 3.18 -3.42 0.228
P -4.59 -2.51 4.53 0.197
H -7.78 -1.57 1.46 0.462
C -7.97 -3.08 -0.95 -0.928
O -4.77 -1.86 6.02 -0.471
H 10.50 3.58 -0.62 0.381
C -2.76 -2.16 4.28 0.182
H -2.12 1.52 -0.88 0.556
H 0.41 1.69 -2.86 0.392
C 7.95 3.45 -3.00 -0.896
H 1.65 3.48 -4.27 0.338
H -0.36 0.55 2.55 -0.348
H 1.60 -0.20 4.43 0.289
H -9.56 -2.21 0.23 0.219
H -3.48 -2.63 1.80 0.373
H 1.55 1.08 -4.95 0.397
C 2.04 1.39 -1.51 0.914
C -1.60 1.42 0.06 -0.732
H 0.08 -1.79 1.58 0.247
H 1.36 1.15 -0.68 -1.198
H 4.16 -1.35 -1.08 0.451
H 3.04 0.75 -4.10 0.181
C 3.20 -0.87 -1.26 -1.051
C 2.54 2.84 -4.24 -1.192
C 0.38 -1.42 2.55 -1.233
C -2.66 -1.93 1.82 -1.806
C -6.96 -0.26 -0.04 -1.414
H -8.72 -4.18 1.56 0.251
C 9.38 3.39 -2.46 -0.447
H -4.71 -0.57 3.65 0.377
C -6.90 -1.53 0.81 0.830
H 9.96 4.18 -2.96 0.372
C -6.79 -2.81 -0.02 -0.668
O -2.98 2.67 1.49 -0.464
C 1.38 0.61 3.75 -0.985
H 8.94 2.81 -0.41 0.270
C 0.62 0.11 2.51 1.110
H -7.79 -4.01 -1.48 0.401
H 2.52 -1.16 -0.45 -0.009
S 0.50 1.89 4.69 -0.161
H 9.04 4.55 -0.66 0.294
O -5.23 -1.38 3.53 -0.377
C -0.73 -1.72 3.51 0.773
H 1.09 0.41 1.58 -0.225
H 8.44 0.75 -2.21 0.363
H -0.81 2.15 0.11 0.375
H -10.10 -3.30 -1.02 0.392
H 4.07 0.92 -2.09 -0.362
N -2.07 -1.93 3.15 0.522
H 9.85 2.44 -2.74 0.238
H 7.51 4.42 -2.76 0.404
C 1.33 1.10 -2.83 -0.812
H 6.63 0.69 -4.68 0.235
H -0.64 1.25 5.00 0.061
H -8.02 -2.30 -1.72 0.324
H 0.23 -1.82 5.47 0.504
C 9.46 3.59 -0.95 -1.165
C -2.54 1.63 1.20 0.293
H -9.25 -5.26 0.27 0.295
H 2.80 -1.26 -2.19 0.329
H 7.98 3.39 -4.09 0.363
H 8.33 1.18 -4.69 0.301
H -7.01 0.63 0.60 0.389
H -1.19 0.41 0.09 0.242
O -3.78 -0.59 0.30 -0.524
H -5.88 -2.76 -0.62 0.341
H -1.93 -2.31 1.11 0.575
C 3.36 0.65 -1.30 0.250
C 2.14 1.37 -4.09 -0.458
C 7.02 2.36 -2.46 -0.050
H -6.66 -3.66 0.66 0.385
N -1.92 -2.14 5.31 -0.052
```

Net charge ... +1
E_LUMO ... -3.7 eV
Kohn-Sham gap ... 0.3088 Ha
E_HOMO ... -12.106 eV